1.
This record from the Open Molecules 2025 dataset describes a 12-piece molecular cluster, C37H80F18N7O15P overall in a non-equilibrium geometry. The level of theory is ωB97M-V/def2-TZVPD.

Geometry as XYZ:
```
158
Properties=species:S:1:pos:R:3:forces:R:3:mulliken_charge:R:1
C 3.636751 -1.284329 -2.270473 0.37 1.74 0.65 -0.310
C 5.026441 -1.405995 -1.686691 -0.88 -2.31 -1.08 0.166
O 5.340549 -2.279507 -0.960979 0.68 0.76 0.33 -0.370
N 6.119508 -0.581247 -2.351332 0.71 1.74 -0.16 -0.056
H 6.501550 -0.998485 -3.205511 -0.26 -0.55 0.13 0.376
H 5.640780 0.252590 -2.699946 0.32 0.29 0.23 0.424
C 7.291517 -0.287753 -1.429799 -0.03 -0.57 0.65 -0.617
H 2.980590 -1.417011 -1.413056 -0.40 -0.65 -0.35 -0.321
H 3.513117 -1.960074 -3.113083 -0.07 -0.41 0.33 0.414
H 3.393576 -0.275863 -2.620223 0.27 0.04 -0.11 0.478
H 7.768034 -1.256515 -1.305619 0.06 0.08 0.27 0.333
H 6.912015 0.068901 -0.474966 -0.20 -0.17 -0.02 0.157
H 8.038964 0.428699 -1.761532 -0.44 0.04 -0.79 0.383
C 0.565336 -5.026419 -0.388747 0.89 -1.22 -0.12 -0.334
C 1.930209 -4.467735 -0.182799 -1.49 1.13 -0.36 0.607
O 2.760028 -4.341846 -1.022804 0.60 -0.06 0.23 -0.461
N 2.117433 -3.764258 1.136957 0.83 0.14 -0.54 0.332
H 1.291345 -3.166450 1.280545 -0.14 0.02 0.01 -0.186
H 2.090463 -4.435463 1.909680 -0.09 -0.01 0.05 0.492
C 3.375062 -2.943048 1.225169 -0.38 -0.46 0.69 -0.424
H 0.037818 -5.360790 0.502539 0.08 0.16 0.10 0.364
H 0.803036 -5.889199 -1.014851 -0.71 -0.08 -0.13 0.495
H -0.065822 -4.333752 -0.939482 0.17 0.04 0.00 -0.490
H 3.328979 -2.061387 0.602470 -0.43 -0.02 0.00 -0.464
H 4.217250 -3.549307 0.912691 -0.03 -0.11 0.19 0.587
H 3.400293 -2.656916 2.273170 0.44 0.15 -0.09 0.451
C -4.484390 -0.297884 -0.661380 -0.09 1.30 0.42 -0.113
C -4.775787 -0.545673 -2.108769 -0.30 -1.75 2.69 0.190
O -4.203861 -1.352623 -2.749908 0.03 0.98 -1.47 -0.335
N -6.183739 -0.099212 -2.599842 0.35 -0.87 -0.72 0.060
H -6.652107 0.514833 -1.936820 0.16 0.26 -0.09 0.386
H -6.013345 0.355665 -3.495978 -0.34 0.29 0.09 0.392
C -7.054462 -1.349879 -2.824933 0.24 0.77 0.51 -0.779
H -5.128702 -0.840975 0.038387 -0.19 -0.59 -0.54 0.624
H -4.646559 0.726695 -0.312763 0.05 0.05 -0.44 0.534
H -3.454065 -0.575765 -0.449395 -0.33 -0.01 -0.09 -0.669
H -7.329719 -1.650520 -1.817732 -0.12 -0.38 -0.15 0.353
H -6.450470 -2.096207 -3.328602 -0.04 -0.04 0.01 0.307
H -7.924995 -1.040356 -3.394376 -0.02 -0.11 -0.01 0.384
C 1.690016 2.491523 6.226251 -0.78 -0.99 0.31 -0.777
C 0.396498 2.929487 5.569272 1.18 2.18 0.46 0.598
O -0.391995 3.653814 6.074579 -0.70 -0.58 -0.05 -0.437
N 0.324778 2.702410 4.076731 -0.42 -0.23 1.19 2.117
H -0.167228 3.488345 3.613712 -0.21 0.95 0.37 -0.540
H 1.326211 2.673991 3.811936 0.24 -0.71 -0.68 -0.630
C -0.466238 1.451095 3.811287 0.50 0.95 -0.31 -1.440
H 1.780610 1.411497 6.086105 0.54 0.05 -0.28 0.187
H 1.642188 2.638506 7.302813 -0.38 0.23 -0.06 0.416
H 2.547612 3.046235 5.854186 -0.06 -0.21 -0.47 0.123
H -0.635396 1.478679 2.737497 0.25 -0.70 -0.04 0.619
H -1.455050 1.518081 4.259229 0.24 0.43 0.35 0.283
H 0.096195 0.618671 4.220331 -0.32 0.13 -0.49 0.849
C -3.951483 4.647320 -4.120523 0.15 -0.77 0.31 -1.303
C -3.316397 3.314107 -3.779865 -0.94 -0.27 -0.03 0.606
O -3.726674 2.390616 -3.162492 -0.31 0.04 -0.19 -0.380
N -1.892941 3.146948 -4.282987 0.44 2.71 0.24 0.023
H -1.663462 2.230144 -4.668701 -0.20 0.11 0.13 0.308
H -1.727255 3.907683 -4.945732 0.08 -0.44 -0.54 0.443
C -1.024335 3.473617 -3.072679 -0.38 -2.16 1.00 -0.833
H -4.023433 4.750263 -5.205284 0.32 0.23 0.01 0.444
H -3.367839 5.435461 -3.640656 0.07 0.19 -0.31 0.406
H -4.964672 4.698486 -3.730691 0.06 -0.21 0.19 0.383
H -1.387525 4.241216 -2.388012 -0.08 0.83 -0.94 0.437
H 0.023462 3.514816 -3.343982 -0.07 0.21 -0.04 0.451
H -1.273210 2.605304 -2.456263 0.98 -0.22 0.07 0.097
C -3.345612 -2.408669 -7.090468 1.39 0.06 -0.04 -1.172
C -2.823192 -3.193968 -5.908959 -1.89 0.86 -1.19 0.384
O -3.400503 -4.041961 -5.343453 0.73 -0.03 0.45 -0.246
N -1.423112 -2.762241 -5.435764 -0.50 -1.93 0.47 -0.037
H -1.065795 -3.719396 -5.286575 0.28 0.18 0.85 0.469
H -0.805739 -2.432943 -6.177419 -0.35 0.66 0.01 0.451
C -1.384689 -1.973528 -4.129932 2.43 -0.06 -1.00 -0.744
H -3.104269 -2.957669 -8.005333 -0.36 -0.29 0.07 0.375
H -2.744551 -1.504048 -7.213883 -0.45 0.32 0.16 0.351
H -4.411305 -2.233354 -7.007346 0.00 -0.03 -0.03 0.330
H -1.773736 -2.530282 -3.281130 -0.50 0.06 -0.20 0.078
H -1.657593 -0.935076 -4.286888 -0.97 -0.26 -0.01 0.152
H -0.298152 -1.886748 -4.043675 -0.03 -0.09 0.83 0.497
C 3.151883 5.850395 2.255786 -0.16 -0.55 0.31 -0.748
C 2.875166 5.382815 0.877609 0.27 1.50 -1.19 0.683
O 2.715737 6.033272 -0.109321 0.09 -0.13 0.06 -0.524
N 2.823138 3.906257 0.662935 -1.12 -0.72 1.04 0.872
H 3.244477 3.606007 -0.209301 0.15 0.52 -0.14 0.478
H 3.314203 3.424423 1.439947 0.13 -0.32 0.44 -0.583
C 1.373536 3.433924 0.711290 0.54 -0.74 0.22 0.035
H 3.236394 6.924286 2.385632 -0.03 0.07 -0.66 0.456
H 4.086636 5.368807 2.553320 -0.22 -0.15 0.44 0.257
H 2.311649 5.539139 2.885838 0.23 -0.30 0.20 0.101
H 1.375535 2.379532 0.433218 -0.03 0.03 -0.10 -0.013
H 0.719776 4.017964 0.074330 0.20 0.24 0.05 0.383
H 1.071670 3.471323 1.749627 -0.18 0.36 -0.04 -0.206
C -2.886915 -5.973941 -2.349128 -1.58 -1.51 -1.74 0.543
O -1.892276 -6.803107 -1.716401 0.95 0.96 0.86 -0.311
O -3.853146 -6.672979 -2.895505 0.12 1.23 1.22 -0.893
C -3.318567 -4.734324 -1.465667 0.28 -1.77 -0.90 0.507
F -2.231922 -4.011992 -1.063787 -0.26 0.20 0.40 -0.183
F -4.022025 -3.887748 -2.261197 -0.22 0.37 0.09 -0.236
F -4.083408 -5.033887 -0.423139 0.15 0.48 0.22 -0.294
C -2.115083 -7.273523 -0.404096 0.49 -1.00 0.24 -0.043
C -0.996602 -8.239372 0.012446 -0.18 -0.13 -0.12 -1.394
H -1.044231 -8.275713 1.102872 0.21 -0.31 -0.01 0.383
H -1.141865 -9.240827 -0.392445 -0.14 0.00 0.04 0.404
H 0.016307 -7.960994 -0.289674 -0.13 0.38 0.02 0.256
H -3.035659 -7.857805 -0.328013 -0.26 0.33 -0.14 0.458
H -2.121405 -6.525163 0.399532 -0.27 0.58 -0.50 0.112
H -2.333581 -5.465937 -3.183624 0.94 0.52 0.08 -0.264
C 4.211540 1.790199 3.136066 -1.68 2.10 1.38 -0.988
O 4.916495 2.591251 2.184142 1.19 -0.71 -0.67 -0.277
O 3.120764 2.533204 3.425537 -0.47 -1.06 -1.04 -0.786
C 3.966458 0.341641 2.572838 -0.84 -0.18 0.88 0.824
F 2.722988 -0.129498 2.671741 0.01 0.88 -0.21 0.085
F 4.251898 0.254346 1.237082 0.63 -0.27 -0.15 -0.160
F 4.687105 -0.555707 3.281949 0.69 0.20 -0.78 -0.340
C 6.312825 2.388580 2.076749 0.96 1.36 -0.12 -0.246
C 6.846489 3.480110 1.144559 0.12 -1.14 -0.13 -1.264
H 7.935724 3.434657 1.096974 0.01 -0.09 -0.02 0.446
H 6.461325 3.194925 0.160979 -0.04 0.85 -0.25 0.246
H 6.600118 4.478324 1.496649 -0.37 0.00 -0.26 0.287
H 6.613415 1.415959 1.673691 -0.32 -0.21 0.13 0.171
H 6.864827 2.557668 3.007045 -0.57 -0.45 0.45 0.292
H 4.809392 1.727202 4.055298 0.54 -0.66 -0.22 0.415
C -1.686872 5.444843 2.260990 0.74 -0.76 1.37 -0.447
O -1.746723 4.125360 1.585044 -0.74 0.68 -1.11 0.098
O -0.916080 5.300121 3.314862 0.53 0.29 -1.20 -0.909
C -1.206468 6.365782 1.086968 0.04 0.23 0.31 0.758
F -1.526503 7.651839 1.252916 0.19 -0.01 0.26 -0.319
F 0.124161 6.286420 0.895596 0.03 0.06 -0.04 -0.195
F -1.763878 6.038936 -0.130866 0.04 -0.14 -0.13 -0.318
C -2.960322 3.782890 0.946122 -0.63 -1.20 1.01 -1.106
C -2.638782 2.652502 0.009360 -0.32 -0.29 -0.75 1.672
H -3.550325 2.295660 -0.483751 0.03 -0.15 0.34 -0.135
H -2.040233 2.986211 -0.843773 0.14 0.30 0.53 -0.985
H -2.086071 1.835083 0.462105 -0.13 -0.15 0.17 -0.362
H -3.645323 4.439375 0.391232 1.09 1.21 -0.02 0.426
H -3.646500 3.490815 1.755335 0.01 -0.59 -0.09 0.323
H -2.682827 5.804966 2.566016 -0.50 -0.18 -0.58 0.330
C -0.461769 -2.560446 4.965306 -2.14 -2.74 2.00 -0.295
O -1.407111 -2.441364 3.860087 0.18 0.67 -0.29 -0.384
O -0.681296 -3.740247 5.515179 1.64 0.62 -0.94 -0.876
C 0.965400 -2.262733 4.445556 -0.89 0.63 1.80 0.491
F 1.130342 -0.896623 4.330999 0.37 -0.63 -0.39 -0.240
F 1.927728 -2.622390 5.295464 0.07 -0.33 -0.32 -0.326
F 1.234315 -2.826710 3.253065 0.37 0.10 -0.38 -0.322
C -1.566505 -1.190975 3.262621 0.19 -0.05 0.04 0.620
C -2.669518 -1.338664 2.223947 -0.33 -0.60 0.13 -0.965
H -3.601120 -1.741884 2.619588 -0.04 0.29 0.40 0.511
H -2.782712 -0.391406 1.686963 -0.87 -0.34 0.41 0.105
H -2.308782 -2.095548 1.520019 -0.40 0.15 0.08 -0.115
H -0.644985 -0.870021 2.752170 -0.42 -0.64 0.94 -0.597
H -1.764681 -0.343306 3.936914 -0.55 -0.76 0.47 0.873
H -0.727156 -1.821715 5.747302 0.39 1.18 -0.46 0.121
P -0.324818 -0.987684 -0.171443 0.80 0.27 1.56 2.362
F -0.404868 -2.475075 0.476170 0.66 0.48 0.05 -0.763
F -1.790707 -1.251455 -0.789473 0.82 0.29 -0.95 -0.412
F -0.976182 -0.328523 1.132321 1.48 1.20 -3.04 -0.941
F -0.216511 0.489050 -0.853751 -0.40 0.04 -0.73 -0.338
F 1.142996 -0.701277 0.503884 0.05 -0.59 -0.19 -0.515
F 0.473094 -1.618869 -1.449880 -0.56 -0.03 -0.49 -0.460
```
Forces are in eV/Å.

Output
Frontier orbital gap (eV): 1.7490
E (eV): -138990.4662
Charge: +2


2.
This record from the Open Molecules 2025 dataset describes C19H23N3O4 in the gas phase. The level of theory is ωB97M-V/def2-TZVPD.

Geometry as XYZ:
```
49
Properties=species:S:1:pos:R:3:forces:R:3:nbo_charge:R:1
C 7.884265 2.027968 0.997426 -0.15 0.05 0.20 -0.598
C 6.572685 1.910137 1.763666 0.01 -0.16 -0.28 -0.392
C 5.571135 1.025875 1.025456 -0.07 0.17 0.34 -0.402
C 4.255509 0.913272 1.794292 0.31 0.07 -0.12 -0.217
N 3.309355 0.064639 1.098320 -0.04 0.15 0.14 -0.461
C 3.143797 -1.278230 1.326230 0.26 -0.10 0.35 0.599
O 3.741401 -1.947747 2.122171 -0.15 -0.04 -0.14 -0.514
C 2.043297 -1.706667 0.343052 -0.22 -0.35 -0.26 0.609
O 1.533306 -2.782438 0.198461 0.10 0.13 0.17 -0.514
N 1.775224 -0.574450 -0.388048 -0.12 0.06 -0.37 -0.462
C 0.620006 -0.430484 -1.234965 0.05 0.04 0.37 -0.326
C -0.601034 -0.131658 -0.341190 0.31 -0.10 -0.54 0.674
O -0.482338 0.039481 0.850527 0.06 0.03 0.38 -0.622
N -1.761144 -0.083729 -1.013325 -0.29 0.07 -0.10 -0.603
C -3.044289 0.149966 -0.371269 0.02 0.29 0.03 -0.098
C -3.638277 1.476078 -0.847489 -0.08 -0.10 0.37 -0.394
C -5.072524 1.596786 -0.351285 -0.01 0.02 -0.31 -0.393
C -5.928571 0.533362 -1.028406 -0.01 0.18 0.11 -0.423
C -5.319919 -0.837425 -0.915773 -0.03 -0.05 -0.02 -0.033
C -6.119492 -1.955496 -1.128636 0.03 -0.07 0.00 -0.196
C -5.602373 -3.233463 -1.044003 -0.10 -0.01 -0.02 -0.206
C -4.265167 -3.412281 -0.730921 0.10 -0.04 0.02 -0.215
C -3.461145 -2.309895 -0.516886 -0.05 -0.06 0.01 -0.210
C -3.972260 -1.019568 -0.616832 -0.03 -0.07 0.02 0.019
C 2.481335 0.526481 0.089177 0.01 -0.15 -0.05 0.829
O 2.406691 1.646883 -0.326700 -0.04 0.23 -0.03 -0.574
H 8.337882 1.048454 0.864752 0.09 -0.09 -0.05 0.203
H 7.714459 2.463065 0.015193 0.03 0.04 -0.12 0.202
H 8.585086 2.660434 1.536478 0.13 0.05 -0.02 0.211
H 6.765189 1.488467 2.752224 -0.04 0.04 0.09 0.198
H 6.141611 2.903692 1.902325 -0.03 0.03 0.09 0.197
H 5.992764 0.026998 0.892632 -0.01 -0.04 -0.05 0.205
H 5.370045 1.446502 0.037716 -0.01 -0.04 -0.05 0.207
H 4.423987 0.467113 2.776859 -0.07 0.07 -0.06 0.227
H 3.796156 1.897885 1.907697 0.02 -0.11 0.06 0.224
H 0.473192 -1.362931 -1.784308 0.00 0.11 0.00 0.244
H 0.794642 0.400896 -1.921736 -0.04 -0.12 0.03 0.251
H -1.775959 -0.260517 -2.005639 0.11 -0.04 0.03 0.397
H -2.825235 0.212343 0.702333 -0.03 0.03 -0.19 0.245
H -3.627640 1.506588 -1.940367 0.03 0.02 -0.07 0.192
H -3.025609 2.299621 -0.478085 0.07 -0.03 -0.06 0.221
H -5.094670 1.456036 0.730968 -0.03 0.05 0.08 0.203
H -5.467643 2.589644 -0.572005 -0.01 0.00 0.08 0.214
H -6.038340 0.779569 -2.090258 -0.06 0.05 0.02 0.210
H -6.931348 0.521569 -0.595906 -0.01 -0.02 -0.07 0.218
H -7.165144 -1.812879 -1.362482 -0.12 0.02 -0.02 0.207
H -6.240843 -4.087642 -1.213221 -0.06 -0.07 -0.01 0.214
H -3.851304 -4.405860 -0.649439 0.04 -0.09 0.01 0.216
H -2.420748 -2.446446 -0.258782 0.11 -0.03 0.01 0.217
```
Forces are in eV/Å.

Output
Frontier orbital gap (eV): 9.1267
SMILES string: CCCCN1C(=O)C(=O)N(CC(=O)N[C@H]2CCCc3ccccc32)C1=O
E (eV): -32739.3597
Relative energy (zero: lowest compared OMol25 entry of this formula, charge and spin) (kJ/mol): 42.2